(1)
A cluster of 2 separate species, C2H3Cl2O3 in total in a non-equilibrium geometry, computed with wB97M-V/def2-TZVPD.

Computed properties:
- HOMO (spin up / spin down): -9.27 / -10.92 eV
- Energy above the lowest of the compared OMol25 structures with the same formula, charge and spin: 0.0 kJ/mol
- HOMO-LUMO gap (spin up / spin down): 10.0 / 9.6 eV
- LUMO level (spin up / spin down): 0.7 / -1.3 eV
- Max |F|: 3.90 eV Å⁻¹

Structure (ORCA input):
```
! wB97M-V def2-TZVPD RIJCOSX def2/J DEFGRID3
* xyz 0 4
O -2.3670 1.0378 -0.6153
O -3.5955 0.8949 -0.4265
C -0.2999 -0.5325 0.5718
C 0.9921 -0.0478 0.1479
O 1.2837 -0.7260 -1.0435
Cl 0.9206 1.7600 -0.0796
Cl 2.3646 -0.3508 1.3629
H -0.7164 -0.2978 1.5446
H -0.6925 -1.3321 -0.0176
H 2.1104 -0.4057 -1.4446
*
```

Atomic partial charges in e from the Mulliken method, atoms 1 to 4: atom 1 (O): 0.074, atom 2 (O): -0.065, atom 3 (C): -0.998, atom 4 (C): 0.744

=====

(2)
A structure of composition C2HNO3 in a non-equilibrium geometry, computed with wB97M-V/def2-TZVPD.

Computed properties:
- HOMO: 1.40 eV
- Energy above the lowest of the compared OMol25 structures with the same formula, charge and spin: 364.8 kJ/mol
- HOMO-LUMO gap: 3.1 eV
- LUMO level: 4.5 eV
- Max |F|: 7.51 eV Å⁻¹

Structure (ORCA input):
```
! wB97M-V def2-TZVPD RIJCOSX def2/J DEFGRID3
* xyz -2 1
C 2.5763 1.1122 0.2453
C 2.9090 -1.2665 0.0821
N 2.8486 -0.0050 0.5719
O 2.6223 -1.2479 -1.7137
O 2.2953 2.2748 0.1453
O 3.1464 -2.2732 0.7261
H -16.3979 1.4057 -0.0572
*
```

Atomic partial charges in e from the Mulliken method, atoms 1 to 4: atom 1 (C): 0.655, atom 2 (C): 0.478, atom 3 (N): -0.256, atom 4 (O): -0.826

=====

(3)
A structure of composition C8H21F2N2O8RbS2 in a non-equilibrium geometry, computed with wB97M-V/def2-TZVPD.

Computed properties:
- HOMO (spin up / spin down): -12.28 / -12.28 eV
- HOMO-LUMO gap (spin up / spin down): 7.5 / 2.8 eV
- LUMO level (spin up / spin down): -4.8 / -9.5 eV
- Max |F|: 8.98 eV Å⁻¹

Structure (ORCA input):
```
! wB97M-V def2-TZVPD RIJCOSX def2/J DEFGRID3
* xyz 1 2
Rb 0.5765 0.3729 0.0981
N 3.5447 0.4742 -0.0066
S 4.5524 0.6300 1.1232
O 4.3370 1.6575 2.1942
O 5.9120 0.2564 0.9510
F 3.8545 -0.5960 1.9847
S 4.0554 1.9032 -0.8853
O 5.2353 1.7371 -1.7276
O 3.7539 3.1768 -0.3087
F 2.8980 1.7423 -2.0188
C 1.0622 2.5787 3.0682
O -0.0331 2.0288 2.3194
C -1.2700 1.7781 2.8674
C -2.3279 1.3197 1.8167
N -2.2889 -0.0788 1.4798
C -3.4417 -0.6499 0.7713
C -3.6837 -0.1795 -0.7216
O -4.9925 -0.7277 -1.0388
C -5.2906 -0.7536 -2.4004
H 1.6765 1.8085 3.5346
H 0.7348 3.2838 3.8323
H 1.6447 3.0943 2.3046
H -1.5501 2.6560 3.4496
H -1.1968 0.9361 3.5557
H -2.2344 2.1136 1.0757
H -3.3004 1.4987 2.2752
H -2.3185 -0.5639 2.3652
H -4.3675 -0.5292 1.3339
H -3.3785 -1.7381 0.7657
H -2.7710 -0.4382 -1.2585
H -3.8956 0.8897 -0.7260
H -4.5271 -1.4337 -2.7781
H -5.1145 0.1824 -2.9305
H -6.3011 -1.1170 -2.5874
C 2.7205 -2.3610 -2.3294
C 1.5983 -3.4872 -2.3373
O 1.0427 -3.6203 -3.6224
O 2.2892 -1.1438 -1.7867
H 3.1995 -2.1884 -3.2932
H 3.5154 -2.7194 -1.6754
H 0.7589 -3.3094 -1.6651
H 2.1187 -4.3576 -1.9377
H 0.1074 -3.4056 -3.6488
H 3.0953 -0.7206 -1.4821
*
```

Atomic partial charges in e from the Mulliken method, atoms 1 to 4: atom 1 (Rb): 0.848, atom 2 (N): -0.070, atom 3 (S): 0.942, atom 4 (O): -0.258

=====

(4)
A cluster of 5 separate species, C10H5Cl16O6S in total in a non-equilibrium geometry, computed with wB97M-V/def2-TZVPD.

Computed properties:
- HOMO: -5.74 eV
- HOMO-LUMO gap: 7.6 eV
- LUMO level: 1.9 eV
- Max |F|: 10.07 eV Å⁻¹

Structure (ORCA input):
```
! wB97M-V def2-TZVPD RIJCOSX def2/J DEFGRID3
* xyz -1 1
C 3.7358 -5.2835 -0.5342
C 2.4589 -4.7361 -0.8637
C 0.9443 -4.0636 -1.0882
C 0.8427 -2.8062 -0.0275
O 1.1662 -3.4301 1.2810
S -0.2754 -3.5810 2.2377
O -1.1215 -4.8183 1.7616
O -0.0959 -3.5038 3.8026
O -1.1099 -2.2856 1.4798
C -0.5736 -1.9915 0.1346
C -0.0504 -0.4089 0.2716
O 0.2351 0.0277 1.5013
O 0.0784 0.5120 -0.8876
H 4.6425 -5.6120 0.1696
H 0.1872 -4.9060 -0.7626
H 0.8025 -3.7025 -2.2031
H 1.6848 -2.0548 -0.3619
H -1.4156 -2.1540 -0.6816
C -4.0156 -1.7342 -2.5993
Cl -4.2346 -0.6409 -3.9890
Cl -2.6011 -2.7796 -2.8833
Cl -3.7563 -0.7724 -1.1221
Cl -5.4705 -2.7439 -2.4029
C -0.5705 3.6153 2.7371
Cl -2.2778 4.0220 3.0442
Cl -0.4382 2.7341 1.1942
Cl 0.3904 5.1131 2.6499
Cl 0.0435 2.5918 4.0601
C 3.3295 2.6938 -0.2737
Cl 2.2341 1.6377 0.6534
Cl 4.1296 1.7443 -1.5514
Cl 2.3933 4.0164 -1.0145
Cl 4.5609 3.3769 0.8181
C -1.1705 6.3847 -0.9100
Cl -2.2659 5.3286 0.0170
Cl -0.3704 5.4352 -2.1878
Cl -2.1067 7.7073 -1.6509
Cl 0.0609 7.0678 0.1817
*
```

Atomic partial charges in e from the Mulliken method, atoms 1 to 4: atom 1 (C): -0.580, atom 2 (C): -0.128, atom 3 (C): -0.146, atom 4 (C): -0.269